[1]
# C19H23N3O4S

The molecule C19H23N3O4S (ωB97M-V with the def2-TZVPD basis set, the OMol25 dataset).

Calculated values
Kohn-Sham gap in eV: 7.2
E_LUMO in eV: 0.125

Geometry as XYZ:
```
50
Properties=species:S:1:pos:R:3:mulliken_charge:R:1
C -2.342 4.314 0.427 -1.19
C -2.481 2.942 0.980 0.62
C -3.623 2.318 1.397 -0.70
C -3.402 1.012 1.863 -0.66
C -2.083 0.644 1.803 0.51
C -1.401 -0.595 2.158 0.43
O -0.184 -0.701 2.112 -0.75
N -2.194 -1.625 2.563 -0.20
H -3.184 -1.572 2.389 0.27
C -1.616 -2.932 2.735 -0.70
C -1.264 -3.628 1.418 0.61
O -1.013 -4.798 1.332 -0.61
O -1.244 -2.756 0.415 -0.25
C -0.850 -3.219 -0.882 0.44
C -2.082 -3.489 -1.737 -1.44
H -2.723 -2.610 -1.746 0.33
H -2.637 -4.339 -1.348 0.39
H -1.758 -3.699 -2.752 0.41
H -0.275 -4.147 -0.759 0.32
C 0.067 -2.187 -1.576 0.40
O 0.255 -2.281 -2.773 -0.70
N 0.607 -1.271 -0.755 0.10
C 1.494 -0.231 -1.080 0.29
C 1.970 0.002 -2.364 -0.89
C 2.841 1.047 -2.607 -0.23
C 3.274 1.894 -1.582 0.83
C 2.793 1.636 -0.291 -0.80
C 1.921 0.600 -0.047 -0.79
H 1.570 0.418 0.957 0.57
H 3.126 2.239 0.540 0.39
N 4.202 2.902 -1.797 0.01
C 4.873 2.991 -3.069 -1.26
H 5.227 2.006 -3.370 0.41
H 4.237 3.404 -3.865 0.39
H 5.739 3.644 -2.953 0.32
C 4.046 4.185 -1.151 -1.02
H 5.019 4.549 -0.812 0.29
H 3.383 4.110 -0.296 0.34
H 3.625 4.925 -1.845 0.31
H 3.174 1.202 -3.620 0.44
H 1.653 -0.631 -3.176 0.53
H 0.358 -1.295 0.230 -0.10
H -0.671 -2.815 3.279 0.25
H -2.280 -3.573 3.316 0.45
S -1.101 1.922 1.162 -0.08
H -4.192 0.384 2.237 0.38
H -4.593 2.782 1.368 0.40
H -1.706 4.923 1.069 0.30
H -1.884 4.284 -0.561 0.31
H -3.317 4.788 0.350 0.35
```



[2]
# C19H23N3O5

The molecule C19H23N3O5 (ωB97M-V with the def2-TZVPD basis set, the OMol25 dataset).

Calculated values
Kohn-Sham gap in eV: 9.1
E_LUMO in eV: 0.605

Geometry as XYZ:
```
50
Properties=species:S:1:pos:R:3:mulliken_charge:R:1
C 1.260 4.877 -0.383 -1.13
C 2.265 4.379 0.649 -0.50
C 2.287 2.857 0.778 -0.29
C 2.796 2.170 -0.488 -1.28
N 2.921 0.731 -0.285 0.18
C 4.144 0.260 0.137 0.46
O 5.105 0.971 0.315 -0.65
N 4.189 -1.093 0.337 -0.06
C 3.171 -2.027 0.189 0.50
O 3.426 -3.184 0.468 -0.72
C 1.913 -1.483 -0.279 -0.16
C 0.803 -2.318 -0.532 0.13
N -0.332 -1.780 -0.936 0.00
C -1.610 -2.398 -1.198 -1.04
C -2.701 -1.565 -0.569 0.41
C -3.452 -2.064 0.481 -0.48
C -4.454 -1.311 1.093 -1.16
C -4.662 -0.043 0.613 1.05
C -3.903 0.470 -0.443 0.71
C -2.920 -0.269 -1.050 -1.01
H -2.343 0.140 -1.863 0.54
O -4.317 1.742 -0.723 -0.49
C -5.354 2.023 0.193 -0.25
O -5.567 0.898 1.019 -0.48
H -6.279 2.256 -0.358 0.24
H -5.074 2.889 0.814 0.26
H -5.039 -1.704 1.907 0.43
H -3.268 -3.065 0.840 0.34
H -1.648 -3.411 -0.799 0.63
H -1.764 -2.441 -2.285 0.13
H -0.295 -0.751 -1.031 0.31
C 0.866 -3.803 -0.351 -1.15
H 1.880 -4.152 -0.536 0.47
H 0.196 -4.291 -1.060 0.50
C 0.488 -4.176 1.086 -0.99
H 1.248 -3.804 1.767 0.36
H 0.439 -5.257 1.186 0.34
H -0.473 -3.750 1.367 0.25
C 1.803 -0.055 -0.494 1.26
O 0.769 0.511 -0.867 -0.90
H 5.076 -1.464 0.659 0.26
H 3.787 2.545 -0.748 0.47
H 2.102 2.322 -1.314 0.33
H 2.943 2.579 1.606 0.27
H 1.281 2.492 0.999 0.27
H 2.011 4.801 1.624 0.33
H 3.265 4.731 0.387 0.33
H 0.273 4.468 -0.181 0.28
H 1.553 4.585 -1.388 0.30
H 1.196 5.962 -0.353 0.38
```



[3]
# C19H23N5O

The molecule C19H23N5O (ωB97M-V with the def2-TZVPD basis set, the OMol25 dataset).

Calculated values
Kohn-Sham gap in eV: 9.4
E_LUMO in eV: 0.456

Geometry as XYZ:
```
48
Properties=species:S:1:pos:R:3:mulliken_charge:R:1
C 2.986 -3.246 -3.683 -1.48
C 1.488 -3.203 -3.721 0.75
C 0.736 -3.392 -2.570 -0.27
C -0.653 -3.358 -2.597 0.34
C -1.295 -3.126 -3.806 -0.54
C -0.557 -2.938 -4.962 -0.61
C 0.824 -2.974 -4.920 -0.58
H 1.396 -2.827 -5.825 0.43
H -1.063 -2.764 -5.900 0.39
H -2.374 -3.098 -3.842 0.43
C -1.441 -3.503 -1.327 -1.00
H -0.886 -4.102 -0.603 0.32
H -2.395 -3.993 -1.525 0.45
C -1.723 -2.122 -0.711 -0.92
N -0.499 -1.420 -0.401 -0.14
C -0.025 -1.303 0.856 0.55
O -0.651 -1.666 1.832 -0.74
C 1.364 -0.684 0.945 -0.37
H 1.573 -0.118 0.038 0.28
H 2.074 -1.513 1.005 0.34
C 1.525 0.195 2.195 -1.84
C 0.838 1.525 2.040 0.27
C -0.381 1.770 2.644 1.03
N -0.940 2.973 2.403 0.74
N -2.102 3.457 2.843 -1.49
C -2.156 4.657 2.295 -0.25
N -1.113 4.996 1.534 -0.74
C -0.327 3.935 1.594 0.40
N 0.860 3.721 1.058 -0.67
C 1.436 2.561 1.273 1.48
C 2.808 2.427 0.690 -1.11
H 2.865 1.616 -0.032 0.26
H 3.536 2.233 1.476 0.34
H 3.060 3.360 0.195 0.39
H -2.988 5.313 2.458 0.44
C -1.118 0.857 3.560 -1.28
H -2.098 1.278 3.763 0.37
H -1.224 -0.133 3.122 0.30
H -0.576 0.756 4.500 0.31
H 1.106 -0.347 3.041 0.46
H 2.588 0.355 2.380 0.46
H 0.092 -1.192 -1.185 0.30
H -2.311 -1.517 -1.408 0.46
H -2.271 -2.233 0.226 0.39
H 1.241 -3.582 -1.632 0.28
H 3.353 -4.074 -4.289 0.34
H 3.349 -3.376 -2.667 0.35
H 3.405 -2.327 -4.091 0.34
```



[4]
# C19H23N5O4

The molecule C19H23N5O4 (ωB97M-V with the def2-TZVPD basis set, the OMol25 dataset).

Calculated values
Kohn-Sham gap in eV: 7.9
E_LUMO in eV: 0.014

Geometry as XYZ:
```
51
Properties=species:S:1:pos:R:3:mulliken_charge:R:1
C -1.509 -4.116 -1.244 -1.41
C -2.178 -2.750 -1.355 0.20
C -3.354 -2.568 -0.386 -1.08
H -3.758 -3.546 -0.118 0.50
H -4.149 -2.008 -0.883 0.41
C -3.015 -1.813 0.916 0.50
C -2.607 -0.408 0.575 -0.31
N -3.581 0.480 0.461 -0.56
C -3.283 1.740 0.122 0.11
C -1.965 2.082 -0.099 0.49
N -1.302 3.223 -0.437 -0.12
C 0.052 2.976 -0.507 0.17
O 0.906 3.778 -0.789 -0.65
N 0.230 1.618 -0.193 0.18
C -0.995 1.060 0.050 0.96
N -1.306 -0.174 0.381 -0.32
C 1.472 0.946 -0.154 -0.52
C 1.537 -0.424 -0.357 -0.61
C 2.765 -1.050 -0.307 -0.79
C 3.949 -0.354 -0.074 0.29
C 3.878 1.038 0.127 1.30
C 2.637 1.661 0.095 -0.32
H 2.567 2.723 0.246 0.53
O 5.038 1.731 0.353 -0.48
C 4.974 3.131 0.488 -0.93
H 4.414 3.425 1.381 0.33
H 6.008 3.457 0.590 0.24
H 4.529 3.603 -0.393 0.36
O 5.059 -1.141 -0.068 -0.47
C 6.348 -0.601 0.126 -0.73
H 6.444 -0.121 1.102 0.26
H 6.608 0.115 -0.656 0.27
H 7.021 -1.457 0.074 0.29
H 2.842 -2.114 -0.458 0.43
H 0.642 -0.993 -0.539 0.55
H -1.753 4.109 -0.610 0.23
C -4.374 2.750 -0.006 0.05
O -4.142 3.906 -0.309 -0.68
N -5.594 2.247 0.243 -0.30
H -6.410 2.832 0.191 0.23
H -5.663 1.273 0.488 0.27
C -1.953 -2.512 1.757 -1.56
H -1.840 -2.004 2.712 0.43
H -0.993 -2.492 1.252 0.18
H -2.245 -3.543 1.946 0.41
H -3.944 -1.743 1.491 0.42
H -1.440 -1.967 -1.178 -0.23
H -2.540 -2.629 -2.378 0.39
H -0.692 -4.192 -1.958 0.37
H -1.109 -4.280 -0.249 0.31
H -2.224 -4.907 -1.461 0.40
```



[5]
# C19H23N5O5RuS

A structure of composition C19H23N5O5RuS (ωB97M-V with the def2-TZVPD basis set, the OMol25 dataset).

Calculated values
Kohn-Sham gap (alpha / beta) in eV: 8.0 / 6.7
Spin multiplicity: 6
Charge: +1
E_LUMO (alpha / beta) in eV: -2.982 / -4.505

Geometry as XYZ:
```
54
Properties=species:S:1:pos:R:3:mulliken_charge:R:1
Ru -0.039 0.091 -0.338 0.82
O -0.762 2.886 2.954 -0.45
C -0.631 1.833 2.181 0.48
O -0.460 1.916 0.978 -0.49
C -0.697 0.534 2.935 -0.43
O -0.817 -0.544 2.039 -0.41
C 0.084 -1.625 2.320 -0.49
C 1.489 -1.363 1.764 0.63
O 2.412 -2.049 2.108 -0.60
O 1.550 -0.365 0.904 -0.62
H -0.681 3.691 2.416 0.40
H 0.217 0.472 3.536 0.41
H -1.548 0.566 3.620 0.43
H 0.137 -1.810 3.392 0.41
H -0.330 -2.504 1.829 0.30
C 2.795 1.080 -1.736 -1.46
C 2.308 -0.109 -2.503 0.83
C 3.026 -0.610 -3.610 -1.02
C 2.538 -1.679 -4.298 -0.99
C 1.321 -2.281 -3.902 1.28
C 0.762 -3.388 -4.579 -0.85
C -0.414 -3.932 -4.148 -0.80
C -1.071 -3.398 -3.025 -0.52
C -0.558 -2.323 -2.338 1.20
S -1.421 -1.716 -0.928 -0.35
C 0.663 -1.742 -2.780 -0.90
N 1.178 -0.666 -2.113 0.63
H 3.740 1.448 -2.128 0.45
H 2.928 0.814 -0.686 0.25
H 2.065 1.894 -1.794 0.25
H 3.955 -0.137 -3.893 0.49
H 3.071 -2.077 -5.153 0.45
H 1.283 -3.795 -5.436 0.42
H -0.843 -4.782 -4.660 0.43
H -1.996 -3.844 -2.681 0.49
C -1.408 -0.534 -5.654 -1.22
C -2.754 0.164 -5.499 0.85
C -3.711 -0.657 -4.642 -1.41
C -2.597 1.592 -4.971 -1.18
N -2.217 1.643 -3.556 0.37
C -2.988 1.853 -2.482 0.03
N -2.248 1.806 -1.404 -0.40
N -1.006 1.542 -1.857 0.41
N -0.978 1.440 -3.142 -0.59
H -1.536 -1.513 -6.116 0.46
H -0.934 -0.689 -4.683 0.03
H -0.725 0.047 -6.277 0.40
H -3.192 0.294 -6.493 0.34
H -3.292 -0.836 -3.647 0.18
H -3.884 -1.632 -5.097 0.44
H -4.680 -0.167 -4.528 0.37
H -3.532 2.147 -5.038 0.44
H -1.833 2.135 -5.524 0.38
H -4.048 2.038 -2.527 0.40
```